(1)
# C22H29F15K4O12

A molecular structure, C22H29F15K4O12 at a distorted geometry (the ωB97M-V functional and the def2-TZVPD basis, the OMol25 dataset).

Structure (XYZ):
```
82
Properties=species:S:1:pos:R:3:forces:R:3:mulliken_charge:R:1
K -5.6174 -2.8973 -3.1894 0.9 0.1 -0.4 1.005
K -2.5521 -0.5676 3.6738 0.8 0.3 -0.3 0.987
K -3.3955 -3.9816 0.0945 0.8 0.5 -0.2 0.993
K -5.0154 -0.5893 0.1915 0.9 0.2 -0.3 0.964
O -2.0659 -1.4143 1.0657 -1.8 -0.3 -0.5 -0.958
C -1.4369 -1.1931 -0.1711 -0.2 -0.6 -0.3 1.229
C -2.2245 -1.0674 -1.5935 -0.8 0.9 1.3 -0.294
O -3.4130 -1.7621 -1.8817 -0.8 -1.3 1.1 -0.772
H -0.6761 -1.9548 -0.3422 0.3 -0.7 0.0 0.096
H -0.8358 -0.2902 -0.0636 0.1 0.5 -0.5 -1.023
H -1.4890 -1.1691 -2.3914 0.4 -0.3 0.0 -0.197
H -2.4946 -0.0124 -1.6409 0.0 0.7 0.0 -0.171
C 0.4865 -2.9789 -4.2013 -0.9 -0.6 -0.3 -1.025
C -1.0012 -3.3536 -4.1721 -0.2 1.5 0.1 0.078
O -1.4035 -4.0816 -5.3440 -1.6 -1.1 -1.2 -0.260
C -2.6983 -4.4789 -5.4719 2.1 0.3 3.3 0.363
O -3.4940 -4.4064 -4.5617 -0.6 0.5 -0.3 -0.555
C -3.0286 -5.2194 -6.7228 1.1 -1.1 -4.1 0.809
F -4.1396 -4.7190 -7.3111 0.6 -0.2 0.9 -0.228
F -1.9926 -5.0778 -7.5950 -0.7 0.5 0.4 -0.235
F -3.1656 -6.5574 -6.6437 -0.4 1.0 1.2 -0.231
H 0.6346 -2.3597 -3.3165 0.3 -0.2 0.1 0.184
H 0.7461 -2.3754 -5.0711 -0.1 -0.1 0.0 0.355
H 1.0787 -3.8940 -4.2080 0.3 0.3 0.2 0.374
H -1.5822 -2.4319 -4.2033 -0.1 0.1 0.1 0.199
H -1.2989 -3.8349 -3.2405 0.1 -0.5 -0.2 0.225
C -2.1293 2.9177 -1.3056 -1.5 0.6 0.8 -1.433
C -2.3302 2.5002 0.1473 0.8 -1.6 -0.6 1.042
O -2.0418 3.6051 0.9760 0.5 0.4 3.6 -0.248
C -1.9216 3.3368 2.3393 -0.3 -5.2 -1.3 0.262
O -2.0281 2.1641 2.8333 0.1 4.6 -1.9 -0.469
C -1.6013 4.5344 3.2151 0.1 0.9 0.9 0.736
F -1.6367 5.6474 2.5378 0.4 0.8 -1.0 -0.243
F -2.5543 4.6542 4.1363 -0.2 -0.6 0.5 -0.259
F -0.4126 4.4261 3.8317 -0.8 -0.3 -0.5 -0.163
H -1.1133 3.2989 -1.4078 -0.3 0.0 -0.2 0.200
H -2.8825 3.6833 -1.4917 0.4 0.4 -0.3 0.489
H -2.3799 2.1246 -2.0100 0.4 -0.2 0.2 0.361
H -1.6368 1.6801 0.3339 0.2 0.0 0.4 -0.401
H -3.2904 2.0808 0.4474 -0.5 0.3 -0.4 0.179
C 1.3667 -3.5360 1.9826 -1.1 -0.8 0.2 -1.212
C 0.4505 -2.8407 2.9720 0.7 1.2 -0.1 0.468
O 1.3644 -2.3206 4.0059 -0.4 1.8 0.9 -0.301
C 1.1051 -1.1464 4.6795 -0.4 -2.3 -1.0 0.323
O 0.0430 -0.5800 4.6981 0.1 -0.1 -0.1 -0.491
C 2.3409 -0.6311 5.4924 0.0 -0.7 -1.7 0.858
F 3.4429 -1.3102 5.0972 -0.4 1.2 0.0 -0.238
F 2.3929 0.6892 5.2491 0.7 -0.6 0.1 -0.130
F 2.2000 -0.8478 6.7633 -0.4 0.1 1.2 -0.235
H 0.7866 -3.7529 1.0857 -0.1 0.1 -0.2 0.303
H 1.6077 -4.5114 2.4054 0.7 0.1 -0.2 0.412
H 2.2149 -2.9216 1.6808 0.0 -0.2 0.3 0.236
H -0.3204 -3.4590 3.4318 0.3 -0.3 0.1 0.307
H -0.0676 -2.0325 2.4557 0.0 0.4 0.2 -0.294
C 1.2011 1.0161 1.8800 0.6 0.7 0.2 -0.100
C 1.7551 2.4732 1.6640 -1.1 -1.5 -0.3 -0.836
O 1.8050 3.2539 2.8601 -0.3 -1.7 0.9 -0.081
C 2.5627 4.3124 2.9665 0.9 1.7 -2.9 0.370
O 3.0350 4.9033 2.0105 -0.3 -0.8 1.4 -0.555
C 2.7631 4.8358 4.3976 -0.5 0.2 -1.0 0.927
F 4.0178 5.0630 4.6215 2.0 -0.3 0.2 -0.259
F 2.1691 6.0099 4.5495 -1.1 0.3 0.1 -0.262
F 2.3061 3.9568 5.2526 -0.6 -0.5 1.1 -0.234
H 1.2038 0.6273 0.8617 -0.2 -0.2 0.0 -0.238
H 0.2007 0.9573 2.3090 -0.1 0.4 -0.2 0.180
H 1.7960 0.3335 2.4869 0.5 0.3 0.0 0.397
H 0.9952 2.8660 0.9884 0.2 0.7 -0.1 0.057
H 2.6958 2.4029 1.1180 0.1 0.4 0.4 0.602
C 0.4320 1.5770 -2.5903 -0.4 -0.7 -0.9 -0.697
C 1.7513 2.1732 -2.2727 -0.5 0.6 0.1 -0.448
O 2.4032 1.2111 -1.4469 3.0 -1.8 0.3 -0.109
C 3.5019 0.4397 -1.8643 0.7 1.2 -4.2 0.281
O 4.1172 0.5342 -2.9620 -2.9 -0.3 4.9 -0.519
C 3.9190 -0.6547 -0.7992 1.9 1.1 0.2 0.835
F 4.8452 -0.1089 0.0375 -0.2 0.2 -0.7 -0.263
F 2.9462 -1.0219 -0.0066 -1.4 -0.6 0.1 -0.170
F 4.5053 -1.7238 -1.3528 -0.8 0.7 -0.1 -0.235
H -0.1511 1.1697 -1.7643 0.3 0.4 0.4 -0.164
H 0.6757 0.7080 -3.2015 -0.6 0.0 -0.6 0.363
H -0.1530 2.3465 -3.0940 -0.1 -0.5 -0.4 0.517
H 1.5598 3.0932 -1.7204 0.7 0.0 0.5 0.265
H 2.2467 2.4604 -3.2001 0.5 -0.4 0.2 0.402
```
Forces are in eV/Å.

Calculated values
* Kohn-Sham gap: 0.22281 hartree
* net charge: +2
* max |F|: 5.639 eV/A



(2)
# C6H4N2

A molecular structure, C6H4N2 at a distorted geometry (the ωB97M-V functional and the def2-TZVPD basis, the OMol25 dataset).

Structure (XYZ):
```
12
Properties=species:S:1:pos:R:3:forces:R:3:mulliken_charge:R:1
C -0.0416 1.0254 0.4087 4.3 -5.4 -2.2 0.124
C -0.5569 -0.3004 -0.0349 -5.2 -0.1 2.4 0.678
C -0.7112 -1.3789 0.7978 0.4 0.9 -0.8 -0.979
N 0.2365 1.7283 1.3779 -0.4 1.9 0.3 -0.521
C -1.3745 -0.2207 -1.2161 0.1 -0.3 -0.5 0.176
C 1.1741 0.3552 -0.5058 0.8 3.9 0.9 -0.623
C 2.2050 0.2942 -1.1305 -0.3 -0.2 0.0 0.233
N -1.9975 -0.1406 -2.1779 0.0 0.0 0.1 -0.417
H -0.5419 2.0111 1.9755 -0.2 -0.5 0.1 0.282
H -0.1865 -1.4327 1.7380 -0.2 0.1 0.2 0.328
H -1.2982 -2.2220 0.4734 0.3 -0.2 -0.2 0.306
H 3.0927 0.2812 -1.7063 0.2 -0.3 -0.1 0.414
```
Forces are in eV/Å.

Calculated values
* energy relative to the best compared isomer or geometry (same formula, charge and spin): 136.0 kcal/mol
* Kohn-Sham gap (spin up / spin down): 0.29628 / 0.29632 hartree
* net charge: 0
* max |F|: 7.222 eV/A



(3)
# C18H30BrCdN7O

A molecular structure, C18H30BrCdN7O (the ωB97M-V functional and the def2-TZVPD basis, the OMol25 dataset).

Structure (XYZ):
```
58
Properties=species:S:1:pos:R:3:forces:R:3:mulliken_charge:R:1
Cd 0.1974 -0.0944 0.8053 0.2 0.0 0.0 2.804
C 1.0681 1.8603 -1.5545 0.0 0.0 0.1 -0.996
C 0.8693 2.8695 -0.4305 0.0 -0.1 0.0 -0.757
N 1.1850 2.2621 0.8747 -0.1 0.1 0.0 -0.332
C 0.5053 2.9102 2.0026 0.0 0.0 0.0 -1.261
C -0.9850 2.6203 1.9854 0.1 -0.1 -0.1 0.492
C -1.9073 3.5450 2.4356 0.0 0.1 0.0 -0.982
C -3.2580 3.2404 2.3400 0.0 0.0 0.0 -0.590
C -3.6459 2.0419 1.7656 -0.1 0.0 0.0 -1.042
C -2.6676 1.1578 1.3422 0.1 -0.1 0.0 0.765
C -3.0555 -0.1684 0.7089 0.1 0.0 0.0 -1.598
N -2.0250 -0.7732 -0.1487 -0.1 0.1 0.0 -0.378
C -2.0378 -0.3200 -1.5564 0.1 0.0 0.1 -1.011
C -1.1898 0.9225 -1.7818 0.1 -0.1 0.1 -0.953
N 0.2078 0.6778 -1.3813 -0.1 0.0 -0.2 0.128
N -1.3694 1.4372 1.4864 -0.2 0.2 0.0 0.579
H 2.1064 1.5235 -1.5675 0.0 0.0 0.0 0.421
H 0.8693 2.3492 -2.5118 0.0 0.0 0.0 0.432
H -0.1694 3.2030 -0.4114 0.0 0.0 0.0 0.336
H 1.4791 3.7543 -0.6226 0.0 0.0 0.0 0.475
H 2.1870 2.3143 1.0169 0.0 0.0 0.0 0.300
H 0.6472 3.9942 2.0113 0.0 0.0 0.0 0.449
H 0.9350 2.5298 2.9335 0.0 0.0 0.0 0.364
H -1.5759 4.4955 2.8339 0.0 0.0 0.0 0.532
H -4.0024 3.9486 2.6811 0.0 0.0 0.0 0.441
H -4.6926 1.8004 1.6318 0.0 0.0 0.0 0.538
H -3.9892 -0.0209 0.1601 -0.1 0.0 0.0 0.485
H -3.2838 -0.8715 1.5130 0.0 0.0 0.0 0.445
H -2.1823 -1.7726 -0.1536 0.1 0.0 0.0 0.318
H -3.0581 -0.1243 -1.8970 0.0 0.0 0.0 0.402
H -1.6360 -1.1339 -2.1626 0.0 0.0 0.0 0.560
H -1.5885 1.7595 -1.2073 0.0 0.0 0.0 0.465
H -1.2449 1.2026 -2.8376 0.0 0.0 0.0 0.531
H 0.5669 -0.0899 -1.9626 0.0 0.1 0.0 0.072
N -0.5311 -1.7542 2.4710 0.2 -0.1 0.1 -0.577
C 0.5978 -2.1228 3.3567 -0.1 0.0 -0.1 -0.768
C 1.4341 -0.8968 3.6580 0.0 0.0 -0.1 -0.644
N 1.9984 -0.3691 2.3934 0.0 -0.2 0.1 -0.619
H -1.2737 -1.3471 3.0323 0.0 0.0 0.0 0.217
H -0.9191 -2.5932 2.0528 0.0 0.0 0.0 0.250
H 1.2078 -2.8626 2.8340 0.0 0.0 0.0 0.365
H 0.2613 -2.5788 4.2872 0.0 0.0 0.0 0.417
H 2.2089 -1.1440 4.3833 0.0 0.0 0.0 0.467
H 0.8026 -0.1212 4.0970 0.0 0.0 0.0 0.316
H 2.6670 -1.0450 2.0300 0.0 0.0 0.0 0.241
H 2.5455 0.4632 2.5859 -0.1 0.1 -0.1 0.218
O 3.2691 -4.7981 -4.7522 0.0 0.0 0.0 -0.490
C 2.6049 -3.7704 -4.2224 0.1 -0.1 0.0 0.892
C 1.9551 -2.7875 -4.9662 0.0 0.0 -0.1 -0.647
C 1.3082 -1.7757 -4.2928 0.0 0.0 0.1 -0.665
N 1.2591 -1.6793 -2.9528 0.1 -0.1 -0.1 -0.420
C 1.8848 -2.6324 -2.2953 -0.1 0.1 0.0 0.216
Br 1.8191 -2.5162 -0.3744 0.0 0.0 0.0 -0.232
C 2.5707 -3.6926 -2.8299 0.0 -0.1 0.1 -0.561
H 3.2517 -4.7809 -5.7183 0.0 0.0 0.0 0.321
H 1.9541 -2.8133 -6.0485 0.0 0.0 0.0 0.337
H 0.7999 -0.9946 -4.8454 0.0 0.0 0.0 0.463
H 3.0647 -4.4382 -2.2246 0.0 0.0 0.0 0.467
```
Forces are in eV/Å.

Calculated values
* energy relative to the best compared isomer or geometry (same formula, charge and spin): 0.9 kcal/mol
* Kohn-Sham gap: 0.35927 hartree
* net charge: +2
* max |F|: 0.276 eV/A



(4)
# C2H13NO5

5 unconnected molecules or ions with the total composition C2H13NO5 at a distorted geometry (the ωB97M-V functional and the def2-TZVPD basis, the OMol25 dataset).

Structure (XYZ):
```
21
Properties=species:S:1:pos:R:3:forces:R:3:mulliken_charge:R:1
O -1.3519 -0.1933 -1.5453 0.0 -1.8 0.4 -0.576
C -1.4791 -1.1624 -0.8144 -0.1 1.1 1.0 -0.020
C -1.7072 -1.0663 0.7085 2.0 2.1 0.4 -0.239
N -0.6251 -1.7807 1.4192 -0.9 0.4 -3.0 -0.566
H -1.4420 -2.2396 -1.1310 0.2 0.7 -0.4 0.350
H -1.8232 -0.0232 1.1369 0.6 -0.9 -1.2 0.126
H -2.6684 -1.3981 0.8986 -1.9 -1.7 0.4 0.468
H -0.0014 -1.1767 1.8657 0.9 1.4 0.6 0.239
H -0.9650 -2.4210 2.0476 -0.9 -1.8 1.6 0.189
H 1.8557 0.8949 -1.9535 0.0 1.6 1.8 0.340
H 2.5381 1.4991 -0.6601 0.1 -0.3 -0.4 0.295
O 1.7678 1.6039 -1.2323 0.0 -1.0 -1.6 -0.627
H -0.5931 1.7550 1.1500 -1.0 1.5 -0.9 0.337
H 0.7873 1.2037 0.5346 -3.0 0.1 3.1 0.390
O 0.0829 1.1555 1.3740 4.6 -1.6 -1.7 -0.699
H 1.6962 -0.9856 -0.5618 1.6 0.3 0.4 0.329
H 3.1273 -1.4358 0.0273 -1.3 1.6 -1.2 0.296
O 2.6509 -0.6946 -0.4835 -0.2 -2.4 1.1 -0.655
H -0.0479 2.6922 -1.1969 -1.4 -1.1 0.8 0.319
H -0.9425 1.4288 -0.8534 0.0 -2.0 -0.9 0.443
O -0.8597 2.3442 -0.7302 0.7 3.8 -0.4 -0.739
```
Forces are in eV/Å.

Calculated values
* energy relative to the best compared isomer or geometry (same formula, charge and spin): 62.4 kcal/mol
* structure (SMILES): NCC=O.O.O.O.O
* Kohn-Sham gap: 0.37049 hartree
* net charge: 0
* max |F|: 5.218 eV/A



Q: What is the formula in the fourth record?
A: C2H13NO5



Q: net charge of number 3 (C18H30BrCdN7O)?
A: +2